No. 1
Molecular formula: C2H7N3
Method: DFT, the ωB97M-V functional and the def2-TZVPD basis

## Properties
SMILES ... C/C=N\NN
ΔE to the lowest compared entry with this formula, charge and spin ... 89.9 kcal/mol
E_LUMO ... 1.06 eV
Gap between HOMO and LUMO ... 0.3593 hartree

Structure (XYZ):
```
12
C2H7N3 | the Open Molecules 2025 dataset | the ωB97M-V functional and the def2-TZVPD basis
C -1.3220 -0.2109 0.7124
C -1.1110 0.6702 -0.4890
N -0.0122 0.9771 -1.0420
N 1.2260 0.7366 -0.8042
N 1.7454 -0.7718 -0.0666
H -0.7178 0.1377 1.5516
H -1.0197 -1.2396 0.5064
H -2.3705 -0.1903 1.0046
H -1.9723 1.1924 -0.8893
H 1.6708 0.1115 -1.5156
H 1.1998 -0.8852 0.7856
H 2.6834 -0.5277 0.2462
```

For reference, the Mulliken charges in units of e are: -1.05, 0.17, -0.22, -0.31, -0.64, 0.29, 0.30, 0.29, 0.37, 0.34, 0.22, 0.25



No. 2
Molecular formula: C2H7N3
Method: DFT, the ωB97M-V functional and the def2-TZVPD basis

## Properties
SMILES ... [H]/N=C\NNC
ΔE to the lowest compared entry with this formula, charge and spin ... 82.9 kcal/mol
E_LUMO ... 1.05 eV
Gap between HOMO and LUMO ... 0.3790 hartree

Structure (XYZ):
```
12
C2H7N3 | the Open Molecules 2025 dataset | the ωB97M-V functional and the def2-TZVPD basis
H 0.0136 0.8900 -1.7900
N 0.8800 0.4009 -2.0161
C 1.2357 -0.2772 -0.9343
N 0.6814 -0.3622 0.4119
N -0.1089 0.5346 0.8420
C -1.3634 -0.2037 0.8085
H 2.2460 -0.8099 -1.2201
H 1.7056 -0.5032 0.8738
H -0.2629 1.3992 0.2936
H -1.4402 -0.8576 -0.0454
H -2.0875 0.6551 0.9754
H -1.4993 -0.8660 1.8007
```

For reference, the Mulliken charges in units of e are: 0.20, -0.58, 0.00, -0.14, -0.45, -0.72, 0.28, 0.27, 0.27, 0.31, 0.34, 0.22



No. 3
Molecular formula: C2H7N3O
Method: DFT, the ωB97M-V functional and the def2-TZVPD basis

## Properties
SMILES ... NN[C@@H](N)C=O
ΔE to the lowest compared entry with this formula, charge and spin ... 62.6 kcal/mol
E_LUMO ... 0.77 eV
Gap between HOMO and LUMO ... 0.3769 hartree

Structure (XYZ):
```
13
C2H7N3O | the Open Molecules 2025 dataset | the ωB97M-V functional and the def2-TZVPD basis
N -2.0359 0.3081 -0.0682
N -0.7465 0.3184 -0.6057
C 0.3184 -0.1618 0.2988
N 0.7482 -1.4976 -0.0100
C 1.4358 0.8527 0.0879
O 2.5197 0.5847 -0.3608
H -2.0939 0.6237 0.9042
H -2.4400 -0.6171 -0.1891
H -0.4608 1.3218 -0.8305
H -0.0109 -0.1045 1.3556
H 0.0102 -2.0164 -0.4705
H 1.5553 -1.4609 -0.6259
H 1.2005 1.8489 0.5143
```

For reference, the Mulliken charges in units of e are: -0.55, -0.35, 0.10, -0.58, -0.08, -0.48, 0.24, 0.25, 0.28, 0.26, 0.22, 0.31, 0.39



No. 4
Molecular formula: C2H7N3O
Method: DFT, the ωB97M-V functional and the def2-TZVPD basis

## Properties
ΔE to the lowest compared entry with this formula, charge and spin ... 126.6 kcal/mol
E_LUMO ... 0.53 eV
Gap between HOMO and LUMO ... 0.2958 hartree

Structure (XYZ):
```
13
C2H7N3O | the Open Molecules 2025 dataset | the ωB97M-V functional and the def2-TZVPD basis
C -0.1766 0.1151 0.0628
C -0.6502 1.1374 -0.9043
N -0.5518 -0.4899 1.0088
N -1.0924 -2.4360 2.0002
N -0.6015 -1.0811 2.0780
O 2.7357 1.6882 -1.8892
H 0.2314 1.6875 -1.2300
H -1.1029 0.5464 -1.7547
H -1.4589 1.6369 -0.3011
H -1.0277 -2.9395 2.8800
H -0.8471 -3.0229 1.2251
H 2.6482 1.3143 -0.9131
H 1.8940 1.8436 -2.2624
```

For reference, the Mulliken charges in units of e are: 0.02, -0.46, 0.56, -0.36, -0.80, -0.64, 0.00, 0.25, 0.29, 0.24, 0.21, 0.34, 0.36



No. 5
Molecular formula: C2H7N3O
Method: DFT, the ωB97M-V functional and the def2-TZVPD basis

## Properties
SMILES ... [H]/N=C/N.NC=O
ΔE to the lowest compared entry with this formula, charge and spin ... 29.9 kcal/mol
E_LUMO ... 0.82 eV
Gap between HOMO and LUMO ... 0.3809 hartree

Structure (XYZ):
```
13
C2H7N3O | the Open Molecules 2025 dataset | the ωB97M-V functional and the def2-TZVPD basis
H -1.4314 -2.3942 1.3304
N -0.6038 -1.8730 1.0595
C 0.3142 -2.7073 0.7783
N 1.6031 -2.3096 0.5207
H 0.1094 -3.7524 0.6108
H 2.3340 -2.9537 0.7514
H 1.7922 -1.4155 0.1115
N -1.3246 2.7040 -0.5580
C -0.1397 3.0041 -1.1588
O 0.0866 4.0548 -1.7184
H -2.0382 3.3546 -0.8364
H -1.3549 2.0450 0.1952
H 0.6529 2.2431 -1.0862
```

For reference, the Mulliken charges in units of e are: 0.23, -0.60, 0.11, -0.40, 0.27, 0.19, 0.20, -0.35, 0.10, -0.54, 0.23, 0.24, 0.31



No. 6
Molecular formula: C2H7N3O
Method: DFT, the ωB97M-V functional and the def2-TZVPD basis

## Properties
SMILES ... [O-][C@H]1CNN[NH2+]1
ΔE to the lowest compared entry with this formula, charge and spin ... 110.2 kcal/mol
E_LUMO ... 0.56 eV
Gap between HOMO and LUMO ... 0.3170 hartree

Structure (XYZ):
```
13
C2H7N3O | the Open Molecules 2025 dataset | the ωB97M-V functional and the def2-TZVPD basis
O -0.8569 -0.7408 2.0181
C -0.8309 -0.2348 0.8812
C 0.1299 1.0402 0.6946
N 0.6292 1.0519 -0.6575
N 1.1938 -0.1358 -0.9459
N -0.0263 -1.2692 -0.3631
H -1.7826 -0.0356 0.3373
H -0.4114 1.9607 0.9087
H 0.9612 0.8853 1.3804
H -0.0921 1.3536 -1.3150
H 1.2557 -0.2355 -1.9609
H -0.6174 -1.6220 -1.1109
H 0.4479 -2.0180 0.1329
```

For reference, the Mulliken charges in units of e are: -0.68, 0.08, -0.44, -0.17, -0.34, -0.45, 0.28, 0.33, 0.27, 0.27, 0.26, 0.30, 0.29